Computed, not measured: CH3PS4 as an isolated structure in a non-equilibrium geometry, with ωB97M-V with the def2-TZVPD basis set.

Positions of all 9 atoms, in Å:
S1 -1.4191 -0.9566 -1.0020
S2 -2.9522 0.1265 -0.1007
S3 2.6091 0.0388 -0.3762
S4 1.5899 -1.7747 -0.5682
P1 0.0711 -0.7982 0.5386
C1 1.0145 0.8211 0.1116
H1 0.6850 1.6625 -0.6080
H2 -2.7122 -0.5632 1.0288
H3 1.1139 1.4438 0.9761

Energy relative to the best compared isomer or geometry (same formula, charge and spin) in kcal/mol: 19.6
Gap between HOMO and LUMO in eV: 7.90
Total energy in eV: -53715.060
Multiplicity: 1
LUMO in eV: -0.36
F_max in eV Å⁻¹: 2.10


Computed, not measured: one molecule with the formula C4H10N2O in a non-equilibrium geometry, with ωB97M-V with the def2-TZVPD basis set.

Positions of all 17 atoms, in Å:
O1 -0.2549 -0.9185 2.2784
N1 -2.0407 -1.2416 0.9470
N2 0.1307 -1.1351 0.0235
C1 1.2732 -0.2384 0.0496
C2 -0.6754 -1.1303 1.1628
C3 0.8154 1.2183 -0.1485
C4 0.1843 1.4768 -1.5141
H1 1.6748 -0.2553 1.0577
H2 -2.5700 -1.3186 1.8048
H3 0.6399 2.1822 -2.2118
H4 0.1826 -2.0281 -0.4366
H5 -0.7110 2.0617 -1.3020
H6 1.7389 1.7881 -0.0387
H7 2.0329 -0.4975 -0.6669
H8 0.1133 1.4439 0.6476
H9 -2.3637 -1.9677 0.3205
H10 -0.1703 0.5602 -1.9733

SMILES string: CCCNC(N)=O
Energy relative to the best compared isomer or geometry (same formula, charge and spin) in kcal/mol: 21.7
Gap between HOMO and LUMO in eV: 10.12
Total energy in eV: -9338.045
Multiplicity: 1
LUMO in eV: 0.83
F_max in eV Å⁻¹: 1.73